A 12-piece molecular cluster, C68H164N12O12 overall in a non-equilibrium geometry, computed with the ωB97M-V functional and the def2-TZVPD basis.

Summary:
SMILES string: CC1(C)CCCC(C)(C)N1O.CC1(C)CCCC(C)(C)N1O.CC1(C)CCCC(C)(C)N1O.CC1(C)CCCC(C)(C)N1O.COC[C@H](C)N.COC[C@H](C)N.COC[C@H](C)N.COC[C@H](C)N.COC[C@H](C)N.COC[C@H](C)N.COC[C@H](C)N.COC[C@H](C)N
LUMO (eV): 0.30
HOMO-LUMO gap (eV): 7.99
Electronic energy (hartree): -4248.6263
Spin multiplicity: 1
E_HOMO (hartree): -0.2826
Relative energy (zero: lowest compared OMol25 entry of this formula, charge and spin) (kcal per mole): 158.9

Cartesian coordinates (Å):
1 C -7.617 37.506 -31.026
2 C -7.465 39.040 -31.425
3 C -6.214 39.270 -32.271
4 O -6.195 40.666 -32.714
5 C -5.152 40.891 -33.604
6 N -8.722 39.368 -32.116
7 H -6.795 37.002 -30.518
8 H -7.733 36.874 -31.906
9 H -8.466 37.416 -30.348
10 H -7.634 39.569 -30.487
11 H -6.223 38.650 -33.168
12 H -5.257 39.113 -31.774
13 H -4.153 40.726 -33.201
14 H -5.137 41.904 -34.005
15 H -5.374 40.262 -34.466
16 H -8.435 40.209 -32.597
17 H -8.879 38.686 -32.844
18 C -8.672 47.596 -24.712
19 C -9.402 46.494 -25.443
20 C -9.149 45.065 -24.813
21 O -7.726 44.676 -24.734
22 C -7.055 44.698 -25.950
23 N -10.807 46.887 -25.370
24 H -9.059 47.934 -23.751
25 H -8.829 48.433 -25.393
26 H -7.629 47.341 -24.523
27 H -9.072 46.559 -26.480
28 H -9.781 44.291 -25.248
29 H -9.571 45.061 -23.808
30 H -6.034 44.333 -25.843
31 H -7.011 45.587 -26.579
32 H -7.457 43.957 -26.640
33 H -11.283 46.286 -26.027
34 H -10.827 47.709 -25.956
35 C -10.851 33.273 -25.742
36 C -10.362 33.171 -24.254
37 C -9.132 34.136 -24.035
38 O -9.393 35.445 -24.406
39 C -8.240 36.289 -24.282
40 N -11.489 33.465 -23.381
41 H -11.168 34.267 -26.056
42 H -11.750 32.687 -25.931
43 H -10.045 33.027 -26.434
44 H -10.124 32.137 -24.007
45 H -8.340 33.710 -24.651
46 H -8.805 33.996 -23.005
47 H -7.433 36.005 -24.958
48 H -7.924 36.350 -23.241
49 H -8.490 37.343 -24.395
50 H -11.537 34.474 -23.364
51 H -11.130 33.319 -22.448
52 C -14.747 38.809 -24.283
53 C -14.129 39.600 -23.089
54 C -15.216 40.318 -22.186
55 O -15.967 41.232 -22.978
56 C -15.156 42.252 -23.557
57 N -13.334 38.791 -22.190
58 H -14.084 38.805 -25.149
59 H -15.697 39.250 -24.583
60 H -14.912 37.753 -24.068
61 H -13.482 40.383 -23.485
62 H -14.735 40.883 -21.387
63 H -15.901 39.583 -21.764
64 H -15.831 42.946 -24.058
65 H -14.332 41.979 -24.216
66 H -14.695 42.881 -22.796
67 H -12.507 38.416 -22.633
68 H -13.108 39.357 -21.384
69 C -14.932 24.821 -28.241
70 C -14.307 24.047 -27.039
71 C -13.710 22.649 -27.441
72 O -14.617 21.675 -28.073
73 C -15.751 21.227 -27.362
74 N -13.376 24.949 -26.293
75 H -15.288 25.848 -28.155
76 H -15.810 24.294 -28.616
77 H -14.298 24.717 -29.121
78 H -15.125 23.853 -26.346
79 H -13.218 22.167 -26.596
80 H -12.895 22.894 -28.122
81 H -15.590 20.575 -26.503
82 H -16.250 20.559 -28.063
83 H -16.451 22.017 -27.091
84 H -13.847 25.804 -26.035
85 H -12.950 24.563 -25.462
86 C -18.251 28.421 -22.569
87 C -17.419 29.501 -23.139
88 C -18.135 30.859 -22.825
89 O -18.152 31.129 -21.465
90 C -18.734 32.318 -21.116
91 N -16.096 29.414 -22.562
92 H -18.628 28.479 -21.548
93 H -17.885 27.452 -22.909
94 H -19.229 28.450 -23.048
95 H -17.431 29.429 -24.227
96 H -19.147 30.895 -23.227
97 H -17.544 31.660 -23.272
98 H -18.318 33.129 -21.714
99 H -18.530 32.642 -20.096
100 H -19.809 32.164 -21.199
101 H -16.338 29.463 -21.582
102 H -15.667 30.323 -22.659
103 C -14.327 32.047 -16.090
104 C -13.327 32.956 -16.707
105 C -12.280 32.094 -17.376
106 O -11.243 32.718 -18.093
107 C -10.096 32.904 -17.264
108 N -13.943 33.765 -17.664
109 H -13.905 31.251 -15.476
110 H -15.056 31.652 -16.797
111 H -14.951 32.611 -15.397
112 H -12.923 33.597 -15.924
113 H -12.825 31.437 -18.054
114 H -11.959 31.302 -16.700
115 H -9.315 33.524 -17.706
116 H -9.633 31.960 -16.978
117 H -10.429 33.310 -16.310
118 H -13.267 34.305 -18.185
119 H -14.443 33.176 -18.313
120 C -0.463 34.418 -22.138
121 C -1.861 33.825 -22.035
122 C -1.908 32.344 -22.410
123 O -3.237 31.823 -22.151
124 C -3.402 30.385 -22.285
125 N -2.177 33.872 -20.588
126 H -0.490 35.503 -22.232
127 H -0.165 34.136 -23.149
128 H 0.185 34.164 -21.299
129 H -2.609 34.317 -22.657
130 H -1.067 31.822 -21.953
131 H -1.631 32.204 -23.455
132 H -3.182 30.052 -23.299
133 H -4.435 30.077 -22.119
134 H -2.807 29.817 -21.571
135 H -3.142 33.596 -20.694
136 H -1.734 33.115 -20.086
137 C -8.034 22.351 -17.996
138 C -8.809 23.593 -17.641
139 C -8.935 24.367 -18.977
140 C -10.059 25.367 -18.953
141 C -11.362 24.699 -18.494
142 C -11.276 24.104 -17.037
143 N -10.132 23.186 -17.057
144 O -9.967 22.425 -15.908
145 C -11.171 25.154 -15.914
146 C -12.612 23.403 -16.838
147 C -7.879 24.460 -16.764
148 H -7.006 22.493 -18.330
149 H -8.587 21.654 -18.625
150 H -7.865 21.726 -17.118
151 H -8.026 24.856 -19.327
152 H -9.295 23.685 -19.748
153 H -10.255 25.777 -19.943
154 H -9.866 26.212 -18.291
155 H -11.617 23.888 -19.176
156 H -12.110 25.485 -18.595
157 H -10.947 24.568 -15.023
158 H -10.368 25.883 -16.032
159 H -12.137 25.585 -15.653
160 H -12.965 22.758 -17.643
161 H -12.636 22.855 -15.896
162 H -13.324 24.209 -16.662
163 H -8.203 25.496 -16.868
164 H -6.816 24.461 -17.002
165 H -7.964 24.358 -15.682
166 H -9.891 21.515 -16.204
167 C -2.831 41.315 -15.917
168 C -3.289 41.235 -17.395
169 C -4.291 42.405 -17.703
170 C -3.654 43.755 -17.972
171 C -2.554 43.574 -19.073
172 C -1.492 42.467 -18.756
173 N -2.146 41.233 -18.341
174 O -1.277 40.201 -18.107
175 C -0.665 42.200 -20.001
176 C -0.596 42.974 -17.581
177 C -4.095 39.921 -17.623
178 H -2.048 40.616 -15.622
179 H -3.638 41.000 -15.256
180 H -2.606 42.353 -15.672
181 H -5.073 42.181 -18.429
182 H -4.887 42.513 -16.797
183 H -3.121 44.063 -17.072
184 H -4.372 44.566 -18.091
185 H -2.068 44.545 -19.158
186 H -3.063 43.381 -20.018
187 H -0.465 43.112 -20.564
188 H 0.256 41.670 -19.758
189 H -1.105 41.525 -20.734
190 H -1.253 43.294 -16.772
191 H 0.165 42.250 -17.291
192 H -0.057 43.802 -18.041
193 H -3.611 39.128 -17.054
194 H -4.083 39.543 -18.645
195 H -5.145 39.926 -17.328
196 H -1.789 39.448 -18.411
197 C -22.099 31.668 -31.847
198 C -20.682 32.166 -31.521
199 C -20.244 32.917 -32.791
200 C -19.117 33.934 -32.670
201 C -19.395 34.901 -31.525
202 C -19.660 34.192 -30.200
203 N -20.748 33.150 -30.433
204 O -21.244 32.552 -29.256
205 C -18.404 33.499 -29.740
206 C -20.093 35.229 -29.166
207 C -19.808 30.950 -31.183
208 H -22.379 30.775 -31.288
209 H -22.225 31.451 -32.908
210 H -22.778 32.408 -31.423
211 H -19.887 32.190 -33.520
212 H -21.078 33.476 -33.217
213 H -19.169 34.513 -33.592
214 H -18.140 33.460 -32.578
215 H -20.281 35.491 -31.760
216 H -18.509 35.513 -31.356
217 H -18.488 32.652 -29.060
218 H -17.879 32.998 -30.553
219 H -17.658 34.172 -29.318
220 H -20.337 34.935 -28.146
221 H -19.318 35.995 -29.132
222 H -21.117 35.566 -29.324
223 H -20.139 30.612 -30.201
224 H -18.768 31.279 -31.165
225 H -19.888 30.071 -31.823
226 H -22.017 33.104 -29.115
227 C -7.039 23.139 -31.971
228 C -6.402 24.378 -31.232
229 C -4.913 24.478 -31.852
230 C -4.073 25.691 -31.388
231 C -4.980 26.985 -31.666
232 C -6.432 26.936 -31.134
233 N -7.058 25.645 -31.525
234 O -8.427 25.665 -31.286
235 C -6.358 27.234 -29.628
236 C -7.198 28.131 -31.845
237 C -6.254 23.997 -29.715
238 H -6.440 22.236 -31.854
239 H -7.993 22.773 -31.592
240 H -7.116 23.286 -33.049
241 H -4.453 23.501 -31.705
242 H -4.941 24.518 -32.941
243 H -3.729 25.599 -30.358
244 H -3.112 25.766 -31.895
245 H -5.044 26.999 -32.754
246 H -4.519 27.897 -31.287
247 H -6.409 28.298 -29.398
248 H -5.454 26.817 -29.183
249 H -7.160 26.712 -29.106
250 H -7.227 27.988 -32.925
251 H -6.721 29.081 -31.602
252 H -8.223 28.071 -31.479
253 H -5.873 24.699 -28.974
254 H -7.226 23.635 -29.378
255 H -5.586 23.167 -29.488
256 H -8.530 25.534 -30.341